Density functional theory data (ωB97M-V with the def2-TZVPD basis set) for a cluster of 11 separate species, C42H88N2O24P2S6 in total at a distorted geometry.

Bonds (Å) are listed after each position.
Geometry (Å):
1 S -1.105 -1.400 4.014  O11 1.430, O30 1.469, C50 1.858, C59 1.829
2 S 3.972 -0.913 2.522  O24 1.461, O31 1.490, C62 1.822, C75 1.817
3 S 0.653 4.012 3.329  O18 1.480, O22 1.491, C57 1.862, C76 1.908
4 S -3.014 -3.175 -1.130  O12 1.486, O19 1.433, C44 1.873, C66 1.819
5 S -3.329 1.001 1.583  O14 1.441, O28 1.483, C56 1.864, C68 1.884
6 S 1.713 -0.950 7.399  O15 1.470, O16 1.442, C46 1.818, C65 1.909
7 P 0.998 2.680 -1.711  O23 1.596, O26 1.654, O27 1.515, O29 1.601
8 P -1.944 0.454 -7.689  O9 1.640, O17 1.486, O20 1.622, O25 1.633
9 O -2.257 0.936 -6.153  P8 1.640, C55 1.405
10 O 1.442 -2.654 1.317  C48 1.212
11 O -0.704 -0.424 3.049  S1 1.430
12 O -4.041 -3.771 -0.236  S4 1.486
13 O 1.083 -5.392 2.141  C67 1.178
14 O -2.637 -0.040 0.866  S5 1.441
15 O 2.323 -2.184 6.882  S6 1.470
16 O 0.354 -0.919 7.878  S6 1.442
17 O -1.084 1.265 -8.589  P8 1.486
18 O -0.229 4.978 2.636  S3 1.480
19 O -1.928 -2.498 -0.486  S4 1.433
20 O -1.340 -1.043 -7.530  P8 1.622, C36 1.415
21 O 1.053 -6.802 -2.246  C69 1.331
22 O 0.094 2.982 4.251  S3 1.491
23 O 1.259 1.946 -3.104  P7 1.596, C61 1.363
24 O 3.099 0.189 2.124  S2 1.461
25 O -3.431 0.182 -8.305  P8 1.633, C60 1.437
26 O 2.483 3.307 -1.342  P7 1.654, C54 1.381
27 O 0.434 1.777 -0.633  P7 1.515
28 O -4.111 0.653 2.794  S5 1.483
29 O 0.076 3.939 -2.071  P7 1.601, C73 1.400
30 O -0.124 -2.135 4.822  S1 1.469
31 O 3.572 -1.823 3.632  S2 1.490
32 O 1.332 -3.989 -3.017  C74 1.281
33 N 1.934 -3.826 4.033  H84 1.010, H100 1.010, H160 1.010, H164 1.010
34 N 0.016 -0.545 0.448  H78 1.010, H120 1.010, H135 1.010, H158 1.010
35 C -2.193 2.623 -4.465  C55 1.579, H87 1.090, H107 1.090, H122 1.090
36 C -1.176 -1.972 -8.584  O20 1.415, C37 1.530, H104 1.090, H148 1.090
37 C -1.173 -3.329 -7.877  C36 1.530, H90 1.090, H93 1.090, H108 1.090
38 C 4.278 2.979 -2.855  C54 1.516, H97 1.090, H98 1.090, H143 1.090
39 C 3.247 3.334 2.560  C57 1.580, C71 1.566, H88 1.090, H101 1.090
40 C 0.972 -6.133 -0.054  C67 1.522, C69 1.352, H149 1.080
41 C -3.088 -4.225 -3.645  C44 1.563, C53 1.526, H94 1.090, H153 1.090
42 C -3.591 3.233 0.118  C56 1.522, C63 1.481, H82 1.090, H95 1.090
43 C 6.506 -1.465 2.732  C51 1.527, C75 1.521, H89 1.090, H115 1.090
44 C -2.357 -4.491 -2.289  S4 1.873, C41 1.563, H113 1.090, H114 1.090
45 C -1.243 5.868 -1.807  C73 1.564, H79 1.090, H92 1.090, H133 1.090
46 C 1.887 0.340 6.129  S6 1.818, C64 1.554, H123 1.090, H138 1.090
47 C 3.653 0.839 7.800  C64 1.504, C65 1.520, H106 1.090, H126 1.090
48 C 1.327 -3.537 0.496  O10 1.212, C67 1.620, C72 1.474
49 C -3.340 -2.840 4.249  C52 1.536, C59 1.543, H105 1.090, H159 1.090
50 C -2.384 -0.743 5.192  S1 1.858, C52 1.511, H96 1.090, H162 1.090
51 C 6.086 -2.027 1.375  C43 1.527, C62 1.575, H116 1.090, H151 1.090
52 C -3.635 -1.584 5.082  C49 1.536, C50 1.511, H129 1.090, H150 1.090
53 C -3.243 -2.714 -3.790  C41 1.526, C66 1.569, H145 1.090, H157 1.090
54 C 3.277 3.955 -2.268  O26 1.381, C38 1.516, H99 1.090, H118 1.090
55 C -2.697 2.250 -5.915  O9 1.405, C35 1.579, H127 1.090, H132 1.090
56 C -4.461 2.060 0.548  S5 1.864, C42 1.522, H86 1.090, H147 1.090
57 C 1.753 3.204 2.062  S3 1.862, C39 1.580, H77 1.090, H102 1.090
58 C 0.130 -0.135 -3.513  C61 1.555, H124 1.090, H139 1.090, H141 1.090
59 C -2.215 -2.616 3.217  S1 1.829, C49 1.543, H80 1.090, H140 1.090
60 C -4.435 -0.412 -7.464  O25 1.437, C70 1.541, H128 1.090, H163 1.090
61 C 1.448 0.596 -3.129  O23 1.363, C58 1.555, H125 1.090, H130 1.090
62 C 4.566 -1.788 1.039  S2 1.822, C51 1.575, H110 1.090, H156 1.090
63 C -2.896 3.758 1.316  C42 1.481, C68 1.549, H83 1.090, H119 1.090
64 C 2.614 1.468 6.913  C46 1.554, C47 1.504, H131 1.090, H142 1.090
65 C 2.856 -0.113 8.678  S6 1.909, C47 1.520, H81 1.090, H111 1.090
66 C -3.807 -2.178 -2.429  S4 1.819, C53 1.569, H112 1.090, H134 1.090
67 C 1.086 -5.054 1.013  O13 1.178, C40 1.522, C48 1.620
68 C -2.249 2.501 1.948  S5 1.884, C63 1.549, H103 1.090, H152 1.090
69 C 1.092 -5.809 -1.361  O21 1.331, C40 1.352, C74 1.525
70 C -5.634 -0.688 -8.392  C60 1.541, H91 1.090, H109 1.090, H154 1.090
71 C 3.345 4.749 3.225  C39 1.566, C76 1.473, H85 1.090, H121 1.090
72 C 1.380 -3.315 -0.960  C48 1.474, C74 1.338, H136 1.080
73 C -0.324 4.836 -1.074  O29 1.400, C45 1.564, H117 1.090, H137 1.090
74 C 1.263 -4.356 -1.791  O32 1.281, C69 1.525, C72 1.338
75 C 5.596 -0.286 3.041  S2 1.817, C43 1.521, H144 1.090, H161 1.090
76 C 2.118 5.044 3.984  S3 1.908, C71 1.473, H146 1.090, H155 1.090
77 H 1.576 3.693 1.104  C57 1.090
78 H 0.603 -1.365 0.507  N34 1.010
79 H -1.353 6.630 -1.035  C45 1.090
80 H -2.688 -2.088 2.389  C59 1.090
81 H 2.228 0.319 9.457  C65 1.090
82 H -4.295 3.982 -0.244  C42 1.090
83 H -3.639 4.079 2.046  C63 1.090
84 H 1.211 -3.433 4.619  N33 1.010
85 H 3.433 5.516 2.456  C71 1.090
86 H -4.724 1.399 -0.278  C56 1.090
87 H -2.565 1.927 -3.712  C35 1.090
88 H 3.977 3.164 1.769  C39 1.090
89 H 6.316 -2.250 3.463  C43 1.090
90 H -2.121 -3.410 -7.346  C37 1.090
91 H -5.472 -1.261 -9.306  C70 1.090
92 H -0.723 6.327 -2.648  C45 1.090
93 H -0.901 -4.160 -8.528  C37 1.090
94 H -2.493 -4.604 -4.476  C41 1.090
95 H -2.933 3.021 -0.725  C42 1.090
96 H -1.951 -0.706 6.192  C50 1.090
97 H 4.821 2.459 -2.065  C38 1.090
98 H 3.849 2.249 -3.541  C38 1.090
99 H 2.794 4.358 -3.158  C54 1.090
100 H 2.448 -4.419 4.670  N33 1.010
101 H 3.304 2.508 3.269  C39 1.090
102 H 1.492 2.189 1.764  C57 1.090
103 H -2.209 2.663 3.025  C68 1.090
104 H -2.036 -2.129 -9.235  C36 1.090
105 H -4.252 -3.146 3.738  C49 1.090
106 H 4.276 1.509 8.392  C47 1.090
107 H -2.492 3.626 -4.162  C35 1.090
108 H -0.452 -3.316 -7.060  C37 1.090
109 H -6.426 -1.139 -7.795  C70 1.090
110 H 4.423 -1.094 0.211  C62 1.090
111 H 3.440 -0.969 9.016  C65 1.090
112 H -4.894 -2.184 -2.349  C66 1.090
113 H -2.331 -5.497 -1.871  C44 1.090
114 H -1.331 -4.168 -2.467  C44 1.090
115 H 7.582 -1.297 2.688  C43 1.090
116 H 6.318 -3.091 1.337  C51 1.090
117 H 0.548 5.132 -0.491  C73 1.090
118 H 3.822 4.781 -1.812  C54 1.090
119 H -2.239 4.620 1.198  C63 1.090
120 H -0.730 -0.799 -0.183  N34 1.010
121 H 4.210 4.966 3.852  C71 1.090
122 H -1.128 2.566 -4.241  C35 1.090
123 H 2.388 -0.192 5.320  C46 1.090
124 H 0.304 -1.190 -3.722  C58 1.090
125 H 1.889 0.208 -2.211  C61 1.090
126 H 4.465 0.397 7.223  C47 1.090
127 H -3.784 2.311 -5.883  C55 1.090
128 H -4.693 0.262 -6.648  C60 1.090
129 H -4.544 -1.063 4.782  C52 1.090
130 H 2.140 0.343 -3.932  C61 1.090
131 H 2.009 2.093 7.570  C64 1.090
132 H -2.329 2.925 -6.687  C55 1.090
133 H -2.223 5.507 -2.119  C45 1.090
134 H -3.536 -1.150 -2.186  C66 1.090
135 H -0.471 -0.324 1.305  N34 1.010
136 H 1.619 -2.324 -1.319  C72 1.080
137 H -0.980 4.270 -0.413  C73 1.090
138 H 0.928 0.647 5.712  C46 1.090
139 H -0.352 0.307 -4.385  C58 1.090
140 H -1.667 -3.514 2.931  C59 1.090
141 H -0.559 0.031 -2.686  C58 1.090
142 H 2.973 2.159 6.151  C64 1.090
143 H 5.054 3.575 -3.335  C38 1.090
144 H 5.944 0.531 2.408  C75 1.090
145 H -2.255 -2.266 -3.895  C53 1.090
146 H 2.212 4.783 5.038  C76 1.090
147 H -5.338 2.430 1.078  C56 1.090
148 H -0.323 -1.833 -9.248  C36 1.090
149 H 0.771 -7.151 0.244  C40 1.080
150 H -3.776 -1.846 6.131  C52 1.090
151 H 6.736 -1.517 0.664  C51 1.090
152 H -1.255 2.335 1.532  C68 1.090
153 H -4.103 -4.608 -3.759  C41 1.090
154 H -6.141 0.176 -8.820  C70 1.090
155 H 1.745 6.066 4.049  C76 1.090
156 H 3.925 -2.649 0.849  C62 1.090
157 H -3.946 -2.469 -4.585  C53 1.090
158 H 0.422 0.297 0.066  N34 1.010
159 H -3.134 -3.709 4.875  C49 1.090
160 H 2.533 -3.139 3.598  N33 1.010
161 H 5.318 0.038 4.044  C75 1.090
162 H -2.701 0.260 4.908  C50 1.090
163 H -4.048 -1.315 -6.991  C60 1.090
164 H 1.542 -4.491 3.382  N33 1.010

Orbital gap (eV): 5.11
Total charge: 0
E_tot (eV): -180689.276
Energy relative to the best compared isomer or geometry (same formula, charge and spin) (eV): 4.3724

Atom charges from the Löwdin analysis, given in e for atoms 1 to 99: 0.75 0.75 0.78 0.71 0.76 0.71 0.57 0.51 -0.21 -0.06 -0.34 -0.36 0.01 -0.33 -0.35 -0.34 -0.24 -0.37 -0.34 -0.20 -0.11 -0.35 -0.17 -0.33 -0.20 -0.18 -0.24 -0.34 -0.19 -0.34 -0.34 -0.06 0.28 0.29 -0.05 -0.28 -0.07 -0.07 -0.16 -0.01 -0.20 -0.26 -0.24 -0.14 -0.03 -0.20 -0.25 -0.34 -0.20 -0.19 -0.19 -0.21 -0.21 -0.31 -0.25 -0.19 -0.21 -0.03 -0.17 -0.25 -0.29 -0.16 -0.23 -0.22 -0.17 -0.21 -0.32 -0.18 -0.39 -0.07 -0.23 -0.05 -0.25 -0.42 -0.21 -0.22 0.06 0.05 0.08 0.08 0.10 0.12 0.12 0.07 0.11 0.10 0.07 0.11 0.11 0.07 0.08 0.08 0.08 0.11 0.11 0.09 0.08 0.07 0.12